166
Properties=species:S:1:pos:R:3:forces:R:3 method="wB97M-V/def2-TZVPD" gap_ev=9.42 homo_ev=-20.31 total_charge=+6 e_tot_ha=-4637.3004 e_above_lowest_kj_mol=0.00
N 2.82039 -1.85422 2.97942 1.0763 0.2204 0.9780
H 4.65455 -5.11807 -7.12023 -0.2512 -0.3795 0.2916
H -8.19470 1.94971 -0.76002 -0.3302 0.1882 0.3459
C -1.40368 -0.80887 5.74770 1.2212 0.3367 0.0872
H -4.08829 -6.38648 -1.18487 -0.2960 -0.4895 -0.2705
H -6.51882 -2.54016 -1.46392 -0.6240 0.1018 0.1605
C -7.37999 2.57883 -0.38924 -0.9747 -0.4333 -0.9387
H 8.09836 2.08029 -5.86142 -0.0695 -0.1288 0.1227
H -5.11582 -1.44826 1.75195 -0.0863 -0.0407 -0.0511
H 1.53472 -6.50335 -3.65216 0.3628 -0.6089 0.1210
H -4.36215 -2.65452 -2.27311 0.4241 -0.3080 0.2207
C 6.56098 3.76518 -3.36658 0.1751 -0.0554 0.6433
H 7.87684 0.37367 2.89485 0.0678 0.1966 -0.3205
H 1.90568 -3.15688 4.39778 0.4537 -0.4999 -0.4723
H 6.14315 -0.48531 4.38805 0.1275 -0.4993 -0.2904
H -5.61830 -2.10807 4.41156 0.0912 -0.5155 0.3527
C -2.60489 -1.34652 3.66418 -1.1261 -0.0701 -0.3815
H -4.00233 -1.54090 6.54669 0.1327 -0.0596 -0.0136
H -5.57325 2.22667 0.71790 0.0312 -0.0812 0.1926
H 4.63616 4.11212 -2.31711 0.0984 0.0037 0.0124
C 1.66796 8.19139 -0.41062 -0.1076 -1.4945 -0.4056
H -3.84574 5.04660 -0.09343 0.1654 -0.0507 -0.0713
C 5.24008 3.64468 -3.07347 0.3791 -0.1002 0.6023
C 5.67850 2.38575 -4.81277 0.1838 -0.7053 1.0752
C -1.32708 6.55394 0.71852 1.1795 -0.0437 0.7356
H 7.33890 4.31268 -2.86037 -0.0327 0.1044 -0.1285
H -3.48080 -1.67652 1.23341 0.4114 -0.2656 0.2855
H 2.39321 8.92360 -0.06965 -0.2825 0.2775 -0.0610
H 2.17187 6.11225 3.57061 0.0370 0.3474 -0.1289
N -5.03679 -1.05657 -1.27011 -0.1099 1.5831 0.3897
H 3.28909 -6.83413 -5.85508 -0.1629 -0.1980 0.1916
C -4.57348 -3.52541 1.72927 0.0057 -1.1147 -0.7831
C 1.07432 7.42565 0.74500 -0.8427 0.6313 1.3660
C -3.38440 -5.88567 -4.31862 0.1558 -0.6435 0.2797
N -0.42251 7.45019 5.02196 -0.7163 -0.2875 -0.8986
H -1.81095 -5.03139 -1.67750 0.0204 -0.4899 0.2942
H -1.61939 0.04238 6.39040 -0.2976 -0.4284 0.3886
F -0.59902 -1.06623 0.88183 0.5084 0.5026 -0.2549
F -0.42104 -4.73743 2.92146 0.6800 0.6845 -0.1561
C -4.55210 -1.96285 4.47794 -0.8264 0.4535 -1.4082
C 2.73730 1.83265 -2.69657 -0.2800 0.3983 0.3367
C -1.18915 -4.67251 -4.31362 -0.1038 0.1151 -0.1953
H 2.64821 2.60655 -1.93076 0.0960 0.2693 -0.2308
C 1.67956 -2.59233 3.49647 -1.0292 0.6211 0.2814
C -4.22923 -2.06798 1.92061 -1.3123 0.1304 0.0413
C -6.34085 -1.53873 -1.11168 1.8847 0.0920 -0.2716
H 5.65402 1.00294 3.71338 -0.2583 0.0116 -0.1802
H -0.02969 3.35966 2.45420 -0.2571 0.1060 0.2869
H -3.26048 4.00333 1.23270 0.0159 0.0081 -0.0605
H -6.99142 1.50444 1.47211 -0.1097 -0.1263 -0.0978
H 2.18741 -1.44570 0.99343 0.1475 -0.4978 -0.1098
P -0.27299 0.16627 -0.13491 -0.4913 0.3378 -0.4748
H 0.88120 8.54524 -1.07344 0.1832 0.5758 0.1302
C -7.00227 -0.56366 -0.46259 -1.3211 -0.1330 1.5997
H -3.67276 5.69293 1.52560 0.2049 0.0743 0.0099
H 3.99588 -1.51360 4.76867 0.0236 -0.2258 -0.0448
H 0.91479 2.21867 3.36445 0.1801 0.0667 0.1384
C 3.25374 -6.14133 -5.03015 0.1140 0.0209 -0.7168
H -3.05254 -1.91162 -1.25820 -0.3737 -0.0633 0.4629
H -7.98159 -0.56088 -0.00769 -0.1350 -0.1642 -0.3658
C -3.76071 -1.59060 5.49681 -0.7114 -0.2328 1.2008
C 3.87423 -4.33208 -3.95884 -1.5204 0.4386 -0.1234
H 6.00431 -5.03463 -6.00807 -0.0177 0.1125 0.2380
H -0.60749 -0.43479 5.10013 -0.3320 -0.1337 -0.4509
F -1.52457 1.05052 0.48388 -0.2905 -0.4098 -0.0527
H -4.23780 0.92710 -0.98903 0.4693 -0.2954 0.4712
F 0.64459 0.85464 0.97467 0.4593 0.5497 0.4706
H 1.19129 -3.14541 2.69365 0.3466 -0.2537 0.3063
F -1.28828 -0.54698 -1.18630 0.6585 0.0578 0.0061
N -0.01408 6.48960 0.43285 -0.9831 -1.4545 -0.8270
F -0.14374 -3.91835 0.63802 0.0597 0.5350 0.9833
C 3.34270 2.28304 -4.02556 -0.7951 -0.8277 -0.0560
C 4.05396 -0.57394 1.65670 0.5236 -0.9004 0.5264
C -1.30256 -3.17041 -4.16195 -0.4186 0.2816 0.6146
H -7.81682 3.46475 0.06589 0.1134 -0.1426 0.2987
C -0.68429 6.13968 5.02524 1.1618 -0.0840 0.3599
H 3.25289 1.41773 -4.68625 0.6683 -0.0613 -0.0236
F -2.10737 -4.87316 1.48536 0.8494 0.2348 -0.8523
H -0.36638 -2.71982 -4.48710 -0.2041 0.2152 -0.1862
H -1.18385 -4.89188 -5.38079 0.1512 -0.3315 0.0898
N -2.29199 -5.39983 -3.70394 -1.5839 0.1644 -0.2534
C 8.17491 2.66164 -4.94628 0.2929 -0.0972 -0.1604
N 4.65337 -0.66896 2.90797 -0.7070 0.4369 1.0194
H -5.85974 -6.92714 -4.61053 0.0203 0.0827 0.0451
H 0.95445 -1.85806 3.86306 -0.0624 0.0917 -0.2977
N 0.37036 5.49303 4.47837 -1.0624 0.7385 -0.6190
C -3.65093 -6.19407 -2.15060 0.5131 0.4976 -0.0925
H 3.41524 -5.52409 -0.88001 0.9104 0.1696 -0.2124
H 7.21640 -1.06203 2.14495 0.1323 0.0735 -0.2119
H -1.82892 7.40010 1.16017 -0.0651 0.0039 -0.1056
H 3.27752 1.02287 -2.20456 0.2025 -0.0882 -0.3713
H -0.29258 -5.06805 -3.84034 0.1097 0.0961 -0.1811
H 2.21704 7.43005 -0.97366 0.1691 0.3096 -0.2864
H 2.75939 3.01412 -4.58716 0.0427 0.4730 0.5719
N -2.55763 -1.22303 4.99586 0.2280 0.0630 -1.4519
H 1.23893 8.61599 4.22932 -0.3106 0.1302 -0.0109
C 0.74726 7.66065 4.32026 0.3312 -0.1073 0.3112
N -6.15592 0.46856 -0.14962 1.2479 -0.8990 -1.6228
F 1.08813 -5.69195 1.45016 -0.9032 0.4895 -0.0904
C 0.21087 5.21806 -0.06014 1.2269 -0.0127 -0.0309
F -0.71123 -5.94328 -0.06636 0.2759 0.4385 -0.6045
C 0.60115 4.05240 4.49225 -0.1419 -1.5040 -0.2709
C -6.52068 1.72498 0.51604 0.5998 0.7193 -0.3586
H 2.71248 -4.37850 0.04976 -0.4138 0.6544 -0.2430
H 1.66141 3.63588 2.58566 0.2317 -0.1196 0.2265
H -3.72478 -4.20193 1.84901 -0.2504 0.4622 0.5426
C -3.23237 5.00498 0.80657 -0.6491 -0.1513 0.0156
P -0.50209 -5.29892 1.42479 -1.0215 -3.0921 -0.2880
N -4.18476 -6.44544 -3.40417 0.1345 0.6856 0.1449
F 1.10565 -0.48864 -0.73080 -1.1113 -0.7314 0.0286
H 6.74590 0.52647 1.49453 0.0186 0.1620 0.1098
H -6.93294 2.88288 -1.33863 0.6452 0.0500 0.3124
C -2.49298 -5.52375 -2.35212 0.4775 0.3391 0.1059
N -1.84748 5.34609 0.53295 -0.9115 0.7162 -0.5351
C -0.93273 4.49562 -0.04417 -0.3018 0.6234 0.6129
H 4.00217 -3.77603 -1.02459 0.1303 -0.2311 -0.1663
H 1.25047 -4.93230 -1.89487 0.2198 -0.3600 -0.1023
C 4.98800 -4.68773 -6.17654 0.1705 0.0968 -0.6058
H -1.27488 3.50975 -0.31648 0.6235 -0.1828 -0.0588
H -2.11012 8.80236 4.84871 0.1051 -0.1945 -0.1500
N 4.73902 2.69437 -3.91252 -0.3292 0.5860 -1.3607
C 2.16280 -4.37363 -2.09464 0.5502 1.3990 1.1269
C 0.80223 3.28044 3.15645 -0.1746 1.0862 -0.1206
H -6.12784 -6.88504 -2.82397 -0.1411 0.2510 -0.2362
H -3.52331 -1.25360 -2.79040 -0.3432 0.5653 0.1786
N -3.83826 -1.78786 3.30280 2.4254 0.6280 1.1761
C 5.88379 -0.02925 3.43486 -0.2355 1.1160 -0.4258
H 4.93705 -3.61869 -6.37226 0.2126 0.0604 0.4092
F -0.94576 -6.77769 1.92954 0.6689 0.8903 0.6181
N 2.80104 -4.83500 -3.32859 0.4984 -1.1281 -0.1522
H 1.24061 4.95804 -0.24431 -0.1885 -0.2685 -0.4038
H -0.57193 9.37594 5.58925 -0.3918 0.3213 -0.1735
H 1.71837 1.48308 -2.85394 0.0424 -0.0263 -0.1264
C 2.99559 -1.40726 1.70793 -1.6595 0.8612 -0.7317
H 4.32317 -3.41440 -3.61998 0.3368 -0.0345 -0.3734
H 1.81015 6.83264 1.28866 0.1216 0.0401 -0.1842
H 5.41926 1.75330 -5.64604 0.6864 -0.0936 -0.1204
H 4.33176 0.02122 0.80591 0.5730 0.0166 0.2534
H -1.50066 -2.83985 -3.13873 0.4222 -0.3021 0.2115
H -1.54064 5.66424 5.47475 0.0184 0.0545 0.0771
H -0.25444 3.58302 4.97765 -0.0636 0.2874 0.1730
N 6.84165 2.91727 -4.40472 -1.1225 0.4028 -0.9774
H -1.85219 -0.99795 2.97292 0.1477 -0.3857 -0.0225
H 1.45531 3.84753 5.13749 0.0422 0.2259 0.0277
H -1.61166 8.39159 6.52821 -0.1581 -0.4106 -0.1389
C 2.47000 -6.04697 -3.92592 -0.3344 1.4070 -0.5905
C -3.91526 -1.73562 -1.89307 -0.2413 -0.9228 -1.2359
H -2.17051 -2.78249 -4.69813 0.2993 -0.0282 -0.5039
C 3.82845 -1.36512 3.71431 0.5152 -0.2511 -1.0689
H 8.69905 3.58203 -5.19473 -0.1822 0.1183 0.1751
H -3.60676 -5.81202 -5.37105 0.1570 -0.2820 -0.0522
H -4.86523 -3.76062 0.70082 -0.0423 0.5731 -0.2119
C 6.99298 -0.02439 2.39865 0.1058 -0.9402 0.7527
H -5.42634 -3.89944 2.29588 0.1001 0.3917 0.4198
H -5.29496 -8.22607 -3.52111 0.1785 0.0120 -0.2619
H 8.71560 2.11802 -4.17410 0.1921 -0.0519 -0.2233
C -1.28133 8.55372 5.50396 0.8881 0.4218 0.6980
H 0.58454 8.02709 1.51550 0.4463 0.5401 -0.1811
H -0.95698 -1.66847 6.24525 -0.3039 0.1607 0.4670
C -5.44979 -7.15333 -3.63142 -0.0506 -0.4117 0.4035
C 3.16259 -4.46157 -0.94203 -0.7607 -1.4512 0.5975
N 4.08095 -5.03605 -5.07980 0.0738 -0.2725 1.0163
F -0.06922 1.37090 -1.22493 0.1043 0.0588 0.4806
C -4.97142 0.17532 -0.74574 -1.0971 0.1715 0.2107
H 1.85836 -3.32560 -2.16388 -0.0547 -0.0438 -0.5908
C 1.22939 6.44834 3.96890 0.2858 -0.8937 0.6954